Entry 1:
{
  "formula": "C17H24O5",
  "method": "ωB97M-V/def2-TZVPD",
  "total_charge": 0,
  "gap_ev": 9.25,
  "smiles": "CCOC(=O)C(CCOc1cccc(CC)c1)C(=O)OCC",
  "homo_energy_ev": -8.3984,
  "lumo_energy_ev": 0.9,
  "species": ["C", "C", "H", "H", "O", "C", "O", "C", "C", "O", "O", "C", "C", "H", "H", "H", "H", "H", "C", "C", "O", "C", "C", "C", "C", "C", "C", "H", "C", "C", "H", "H", "H", "H", "H", "H", "H", "H", "H", "H", "H", "H", "H", "H", "H", "H"],
  "coordinates": [[-1.605, 5.105, -0.235], [-0.253, 4.572, -0.686], [0.151, 5.162, -1.510], [0.452, 4.563, 0.152], [-0.372, 3.244, -1.203], [-0.357, 2.243, -0.325], [-0.197, 2.370, 0.858], [-0.554, 0.914, -1.042], [-1.781, 1.015, -1.937], [-1.823, 0.690, -3.091], [-2.814, 1.505, -1.250], [-4.057, 1.631, -1.943], [-4.812, 0.310, -1.974], [-4.964, -0.060, -0.963], [-5.779, 0.455, -2.448], [-4.249, -0.427, -2.541], [-3.859, 1.979, -2.962], [-4.613, 2.391, -1.390], [-0.705, -0.235, -0.039], [-0.442, -1.585, -0.712], [0.878, -1.699, -1.190], [1.904, -1.910, -0.312], [3.180, -1.897, -0.877], [4.289, -2.116, -0.088], [4.147, -2.349, 1.270], [2.886, -2.365, 1.845], [1.767, -2.146, 1.050], [0.795, -2.166, 1.519], [2.714, -2.664, 3.308], [2.536, -4.167, 3.530], [2.413, -4.385, 4.588], [3.404, -4.708, 3.161], [1.658, -4.527, 2.996], [1.840, -2.136, 3.696], [3.591, -2.321, 3.860], [5.019, -2.516, 1.885], [5.272, -2.103, -0.533], [3.269, -1.714, -1.936], [-1.065, -1.683, -1.606], [-0.686, -2.408, -0.028], [-1.708, -0.223, 0.389], [0.012, -0.072, 0.768], [0.316, 0.728, -1.682], [-1.990, 4.495, 0.579], [-1.498, 6.129, 0.109], [-2.312, 5.078, -1.061]]
}

Entry 2:
{
  "formula": "CH4N2P2",
  "method": "ωB97M-V/def2-TZVPD",
  "total_charge": 0,
  "gap_ev": [6.46, 7.36],
  "smiles": "N=C=[PH]=PN",
  "homo_energy_ev": [-6.9578, -7.2447],
  "lumo_energy_ev": [-0.5, 0.1],
  "species": ["C", "N", "N", "P", "P", "H", "H", "H", "H"],
  "coordinates": [[0.512, -1.733, 0.432], [0.026, -2.384, 1.312], [-0.033, 2.086, -0.279], [-0.056, -0.951, -1.049], [-1.081, 0.692, -0.351], [-0.826, -2.281, 1.957], [0.858, 2.094, -0.588], [-0.549, 2.889, 0.010], [1.149, -0.412, -1.445]]
}

Entry 3:
{
  "formula": "C20H27ClN2O2",
  "method": "ωB97M-V/def2-TZVPD",
  "total_charge": 0,
  "gap_ev": 8.48,
  "homo_energy_ev": -7.9740,
  "lumo_energy_ev": 0.5,
  "species": ["O", "C", "N", "C", "H", "C", "H", "C", "O", "N", "C", "H", "H", "C", "H", "H", "C", "H", "H", "C", "C", "H", "H", "C", "H", "H", "H", "H", "C", "C", "H", "H", "H", "H", "H", "C", "H", "H", "C", "C", "C", "C", "C", "C", "C", "H", "H", "Cl", "H", "H", "H", "H"],
  "coordinates": [[-1.968, -1.445, -1.461], [-1.328, -0.601, -0.828], [-0.626, 0.305, -1.375], [0.189, 1.188, -0.765], [0.431, 2.004, -1.545], [-0.564, 1.783, 0.242], [-1.219, 2.423, -0.294], [0.204, 2.583, 1.215], [1.445, 2.414, 1.156], [-0.266, 3.633, 1.981], [-1.589, 3.683, 2.313], [-1.856, 4.770, 2.203], [-2.374, 3.529, 1.240], [-2.158, 3.258, 3.586], [-2.381, 2.171, 3.440], [-3.105, 3.641, 3.531], [-1.385, 3.805, 4.634], [-1.215, 4.774, 4.730], [-2.035, 3.371, 5.774], [0.095, 2.966, 4.806], [1.003, 3.717, 4.070], [1.634, 4.448, 4.741], [1.991, 3.027, 3.989], [0.845, 4.366, 2.760], [-0.046, 5.214, 3.105], [1.534, 4.643, 2.232], [0.228, 2.958, 5.693], [-0.125, 1.932, 4.496], [-1.160, 0.643, 1.112], [-1.017, -0.664, 0.569], [-1.789, -1.510, 1.141], [-0.178, -1.107, 0.731], [-0.824, 0.664, 2.252], [-2.383, 0.913, 1.171], [1.081, 0.628, -0.400], [-0.513, 0.224, -2.802], [-1.614, -0.292, -3.296], [-0.420, 1.382, -3.313], [0.734, -0.346, -3.541], [0.988, -1.867, -3.045], [1.814, -1.870, -2.016], [2.025, -3.397, -1.523], [1.040, -4.346, -2.154], [0.191, -3.987, -3.286], [0.068, -2.881, -3.648], [-0.575, -2.380, -4.434], [-0.388, -4.690, -3.623], [1.092, -5.708, -1.465], [2.313, -3.563, -0.541], [2.348, -1.357, -1.570], [1.525, 0.273, -3.196], [0.597, -0.304, -4.600]]
}

Entry 4:
{
  "formula": "C56H96O36S6",
  "method": "ωB97M-V/def2-TZVPD",
  "total_charge": 0,
  "gap_ev": 9.61,
  "homo_energy_ev": -9.6779,
  "lumo_energy_ev": -0.1,
  "species": ["C", "C", "C", "O", "C", "O", "O", "H", "H", "H", "H", "H", "H", "C", "C", "C", "O", "C", "O", "O", "H", "H", "H", "H", "H", "H", "C", "C", "C", "O", "C", "O", "O", "H", "H", "H", "H", "H", "H", "C", "C", "C", "O", "C", "O", "O", "H", "H", "H", "H", "H", "H", "C", "C", "C", "O", "C", "O", "O", "H", "H", "H", "H", "H", "H", "C", "C", "C", "O", "C", "O", "O", "H", "H", "H", "H", "H", "H", "C", "C", "C", "O", "C", "O", "O", "H", "H", "H", "H", "H", "H", "C", "C", "C", "O", "C", "O", "O", "H", "H", "H", "H", "H", "H", "C", "C", "C", "S", "O", "O", "C", "H", "H", "H", "H", "H", "H", "H", "H", "C", "C", "C", "S", "O", "O", "C", "H", "H", "H", "H", "H", "H", "H", "H", "C", "C", "C", "S", "O", "O", "C", "H", "H", "H", "H", "H", "H", "H", "H", "C", "C", "C", "S", "O", "O", "C", "H", "H", "H", "H", "H", "H", "H", "H", "C", "C", "C", "S", "O", "O", "C", "H", "H", "H", "H", "H", "H", "H", "H", "C", "C", "C", "S", "O", "O", "C", "H", "H", "H", "H", "H", "H", "H", "H"],
  "coordinates": [[-7.068, -19.673, 18.854], [-6.941, -21.095, 19.311], [-6.398, -22.135, 18.350], [-5.452, -22.836, 19.025], [-5.127, -22.183, 20.134], [-4.251, -22.538, 20.864], [-5.937, -21.160, 20.327], [-6.187, -19.416, 18.266], [-7.212, -18.873, 19.581], [-7.950, -19.462, 18.251], [-7.831, -21.388, 19.869], [-6.066, -21.593, 17.464], [-7.289, -22.742, 18.195], [-4.336, -15.596, 18.238], [-3.482, -16.881, 18.003], [-3.375, -17.895, 19.093], [-3.535, -19.103, 18.317], [-3.802, -18.837, 17.053], [-3.938, -19.695, 16.209], [-3.906, -17.539, 16.859], [-4.263, -14.848, 17.449], [-3.998, -15.260, 19.218], [-5.386, -15.892, 18.246], [-2.428, -16.627, 17.889], [-4.145, -17.851, 19.863], [-2.396, -17.900, 19.572], [-3.558, -15.921, 14.033], [-4.444, -17.105, 13.661], [-5.558, -16.683, 12.803], [-5.471, -17.506, 11.687], [-4.402, -18.337, 11.748], [-4.029, -19.170, 10.927], [-3.761, -18.078, 12.857], [-3.998, -15.227, 14.749], [-3.122, -15.355, 13.210], [-2.783, -16.398, 14.633], [-4.795, -17.715, 14.493], [-5.521, -15.599, 12.692], [-6.403, -16.945, 13.440], [-7.401, -27.072, 20.900], [-8.415, -26.703, 19.843], [-9.096, -25.386, 19.994], [-9.131, -24.870, 18.667], [-8.376, -25.620, 17.871], [-8.151, -25.311, 16.742], [-7.803, -26.629, 18.591], [-8.068, -27.435, 21.682], [-6.758, -26.230, 21.157], [-6.815, -27.871, 20.445], [-9.164, -27.493, 19.780], [-8.613, -24.681, 20.671], [-10.123, -25.599, 20.293], [-9.742, -18.302, 15.062], [-9.149, -17.160, 15.948], [-7.609, -17.039, 16.008], [-7.465, -15.765, 15.471], [-8.600, -15.195, 15.069], [-8.660, -14.141, 14.471], [-9.660, -15.921, 15.551], [-9.329, -18.366, 14.056], [-10.830, -18.358, 15.028], [-9.350, -19.232, 15.475], [-9.454, -17.274, 16.988], [-7.216, -17.753, 15.284], [-7.255, -17.132, 17.035], [-10.604, -21.516, 17.469], [-11.522, -22.079, 18.556], [-11.120, -21.758, 19.990], [-12.287, -21.154, 20.500], [-13.314, -21.184, 19.573], [-14.509, -20.886, 19.807], [-12.781, -21.546, 18.370], [-9.636, -22.014, 17.507], [-10.500, -20.433, 17.545], [-10.866, -21.734, 16.433], [-11.659, -23.149, 18.397], [-10.323, -21.016, 20.029], [-10.689, -22.618, 20.502], [-0.934, -25.962, 12.256], [-1.381, -25.108, 11.077], [-2.176, -25.894, 10.056], [-3.444, -25.234, 10.008], [-3.427, -24.255, 10.865], [-4.319, -23.464, 10.992], [-2.250, -24.155, 11.525], [-1.639, -26.260, 13.032], [-0.109, -25.424, 12.724], [-0.353, -26.800, 11.869], [-0.542, -24.709, 10.507], [-2.409, -26.910, 10.374], [-1.816, -25.832, 9.029], [-1.207, -20.658, 12.064], [-0.569, -20.896, 13.451], [-1.417, -20.565, 14.681], [-1.655, -21.856, 15.277], [-0.924, -22.814, 14.683], [-0.943, -23.992, 15.067], [-0.225, -22.277, 13.690], [-2.169, -21.168, 12.093], [-0.659, -21.107, 11.236], [-1.282, -19.579, 11.928], [0.327, -20.280, 13.527], [-2.330, -20.058, 14.367], [-0.826, -19.952, 15.362], [-7.338, -21.078, 9.803], [-6.578, -21.433, 8.536], [-7.297, -22.546, 7.824], [-7.884, -23.686, 9.134], [-6.850, -24.703, 9.154], [-9.298, -24.033, 8.948], [-7.612, -22.466, 10.470], [-8.245, -20.490, 9.662], [-6.733, -20.420, 10.427], [-5.545, -21.675, 8.789], [-6.400, -20.645, 7.804], [-6.912, -23.089, 6.961], [-8.251, -22.163, 7.463], [-6.710, -22.765, 11.004], [-8.364, -22.534, 11.256], [-4.863, -22.414, 14.357], [-6.098, -23.307, 14.176], [-7.309, -22.540, 14.768], [-7.047, -20.735, 14.256], [-7.054, -19.957, 15.491], [-7.824, -20.340, 13.075], [-5.302, -21.093, 13.712], [-3.951, -22.692, 13.828], [-4.635, -22.262, 15.412], [-5.821, -24.299, 14.533], [-6.015, -23.450, 13.098], [-7.364, -22.662, 15.850], [-8.269, -22.656, 14.264], [-4.756, -20.180, 13.952], [-5.248, -21.198, 12.628], [-3.985, -25.556, 16.250], [-3.145, -24.913, 17.385], [-3.533, -25.698, 18.615], [-3.591, -27.525, 18.073], [-4.901, -28.043, 18.450], [-2.322, -28.229, 18.366], [-3.584, -27.092, 16.238], [-3.790, -25.097, 15.281], [-5.032, -25.415, 16.519], [-3.476, -23.875, 17.409], [-2.060, -24.946, 17.290], [-4.581, -25.450, 18.778], [-3.035, -25.504, 19.565], [-4.358, -27.711, 15.786], [-2.611, -27.246, 15.771], [-13.045, -22.181, 10.406], [-11.811, -21.312, 10.010], [-11.221, -20.706, 11.229], [-11.990, -21.377, 12.750], [-13.122, -20.597, 13.281], [-10.989, -21.775, 13.723], [-12.619, -22.873, 11.733], [-13.380, -22.861, 9.623], [-13.929, -21.588, 10.643], [-12.069, -20.616, 9.212], [-11.137, -21.991, 9.487], [-11.352, -19.628, 11.322], [-10.181, -20.980, 11.407], [-13.440, -23.306, 12.304], [-11.810, -23.569, 11.507], [-9.737, -17.888, 9.509], [-8.570, -17.464, 10.464], [-8.804, -15.996, 10.795], [-10.577, -15.935, 11.292], [-11.229, -14.677, 11.017], [-10.806, -16.566, 12.592], [-11.038, -17.052, 9.901], [-9.877, -18.969, 9.505], [-9.321, -17.767, 8.508], [-7.581, -17.545, 10.012], [-8.445, -18.112, 11.331], [-8.761, -15.428, 9.865], [-8.315, -15.402, 11.566], [-11.230, -16.287, 9.149], [-11.968, -17.584, 10.101], [-6.210, -28.399, 11.116], [-7.560, -28.257, 10.295], [-8.652, -27.472, 11.093], [-7.683, -26.458, 12.311], [-7.832, -26.929, 13.667], [-7.892, -25.032, 11.978], [-5.965, -26.975, 11.767], [-5.371, -28.710, 10.494], [-6.485, -29.155, 11.852], [-7.968, -29.240, 10.062], [-7.416, -27.765, 9.333], [-9.267, -28.157, 11.675], [-9.248, -26.833, 10.441], [-5.182, -26.837, 12.512], [-5.728, -26.263, 10.977]]
}

Energy above the lowest of the compared OMol25 structures with the same formula, charge and spin list, top to bottom, in eV: 0.229, 2.489, 18.438, 0.761
Calculated total energy list, top to bottom, in hartree: -1038.41218, -832.59338, -1497.89023, -7289.10848
F_max list, top to bottom, in eV/A: 0.57, 4.91, 18.66, 5.32